DFT (ωB97M-V/def2-TZVPD) results for a 14-piece molecular cluster, C48H129N5O19 overall.

Each line ends with the Mulliken charge.
CARTESIAN COORDINATES (ANGSTROEM)
1 C 5.89793 -2.07153 -4.64627  -1.12
2 C 5.26600 -2.84035 -3.54236  -0.08
3 O 3.92806 -2.32987 -3.38342  -0.49
4 H 5.77043 -1.00488 -4.46161  0.26
5 H 5.43996 -2.28525 -5.61203  0.26
6 H 6.94938 -2.32618 -4.77931  0.36
7 H 5.90813 -2.69975 -2.67287  0.25
8 H 5.18899 -3.91289 -3.72076  0.29
9 H 3.60501 -2.71587 -2.56596  0.26
10 C 6.00939 2.75840 -1.75917  -0.85
11 C 5.92566 4.18193 -1.11868  -0.27
12 O 6.92130 4.31281 -0.11437  -0.51
13 H 6.96645 2.55502 -2.23955  0.28
14 H 5.31571 2.66516 -2.59476  0.28
15 H 5.72900 1.96703 -1.06403  0.27
16 H 4.92602 4.34154 -0.71452  0.25
17 H 6.13907 4.94400 -1.86821  0.27
18 H 6.63337 3.78037 0.63074  0.28
19 C -2.52648 -3.11020 -5.38271  -0.99
20 C -3.22558 -4.03957 -6.35598  -0.14
21 O -3.36439 -5.31636 -5.75256  -0.48
22 H -1.46060 -3.31886 -5.29077  0.27
23 H -2.92923 -3.07133 -4.37059  0.27
24 H -2.60769 -2.07779 -5.72274  0.33
25 H -2.67205 -4.17164 -7.28564  0.22
26 H -4.21286 -3.66604 -6.62775  0.26
27 H -4.20633 -5.69893 -6.01019  0.27
28 C 1.51501 7.16669 -5.10222  -1.07
29 C 2.24423 5.80463 -5.06831  -0.11
30 O 1.40861 4.95571 -4.35524  -0.49
31 H 2.14913 7.91102 -5.58385  0.36
32 H 1.33058 7.56498 -4.10450  0.25
33 H 0.60230 7.04866 -5.68630  0.29
34 H 3.19921 6.01402 -4.58638  0.19
35 H 2.50489 5.43940 -6.06167  0.31
36 H 1.65700 4.04517 -4.53075  0.28
37 C 0.96837 0.87618 -7.81854  -1.14
38 C 1.82830 0.09589 -6.85117  -0.15
39 O 1.84697 0.62602 -5.57148  -0.47
40 H 1.12970 0.40263 -8.78696  0.33
41 H 1.26050 1.91950 -7.93786  0.29
42 H -0.06339 1.01019 -7.49357  0.30
43 H 2.82653 0.08219 -7.28871  0.24
44 H 1.54128 -0.95554 -6.86577  0.31
45 H 2.10786 -0.14528 -5.06291  0.28
46 C 4.56109 -4.60582 1.34424  -0.99
47 C 3.15864 -4.19759 1.80042  -0.14
48 O 2.51113 -3.65245 0.62160  -0.49
49 H 5.22352 -4.70666 2.20397  0.34
50 H 4.91376 -3.80380 0.69578  0.22
51 H 4.55098 -5.59004 0.87592  0.29
52 H 3.16254 -3.44418 2.58810  0.26
53 H 2.57098 -5.05820 2.11995  0.26
54 H 1.72412 -3.16903 0.88337  0.25
55 C -4.16154 1.08382 4.32275  -1.05
56 C -5.17867 0.97593 3.13876  -0.17
57 O -5.76792 -0.31212 3.24723  -0.51
58 H -4.65447 1.27208 5.27652  0.35
59 H -3.48451 1.93603 4.26386  0.34
60 H -3.48252 0.23265 4.37322  0.28
61 H -4.70984 1.11297 2.16433  0.25
62 H -5.92332 1.77053 3.18565  0.24
63 H -6.34544 -0.39264 4.00985  0.29
64 C -7.73821 -2.19784 -0.44996  -1.20
65 C -6.50673 -3.07134 -0.61965  -0.15
66 O -5.38606 -2.60306 0.09951  -0.48
67 H -7.57789 -1.12036 -0.48789  0.31
68 H -8.23567 -2.36530 0.50533  0.36
69 H -8.39904 -2.48933 -1.26631  0.34
70 H -6.35910 -3.25764 -1.68342  0.34
71 H -6.85632 -4.04652 -0.28069  0.20
72 H -5.75228 -2.27339 0.92341  0.26
73 C 0.34832 0.96895 -0.16244  -1.03
74 C -0.94635 0.13501 -0.25805  -0.10
75 O -0.93442 -0.93763 0.66150  -0.52
76 H 0.32346 1.89071 -0.74367  0.34
77 H 1.20387 0.36083 -0.45624  0.24
78 H 0.45029 1.32003 0.86443  0.29
79 H -1.14509 -0.26662 -1.25168  0.28
80 H -1.77044 0.82720 -0.08529  0.21
81 H -1.72234 -1.48062 0.58437  0.29
82 C -6.92997 9.43480 4.10633  -0.72
83 O -5.70220 9.83425 3.47153  -0.29
84 C -4.67225 8.85739 3.30904  -0.59
85 C -3.64240 9.24921 2.24597  -0.47
86 N -3.12638 10.56997 2.60843  -0.44
87 C -2.23735 11.03299 1.51353  -0.73
88 C -0.91644 10.24549 1.35120  -0.68
89 O -1.06723 9.04084 0.60533  -0.31
90 C 0.07961 8.24812 0.69257  -0.80
91 H -6.79051 9.23574 5.16889  0.29
92 H -7.32902 8.53119 3.64552  0.30
93 H -7.64472 10.25601 4.05286  0.24
94 H -5.08907 7.92274 2.93381  0.39
95 H -4.12633 8.62700 4.22391  0.30
96 H -4.07150 9.15210 1.24870  0.35
97 H -2.88978 8.46286 2.18835  0.28
98 H -3.92849 11.18332 2.63121  0.25
99 H -1.93736 12.04889 1.77056  0.41
100 H -2.80524 11.23068 0.60440  0.43
101 H -0.72719 9.94515 2.38177  0.37
102 H -0.00701 10.75012 1.02500  0.51
103 H -0.05830 7.27287 0.22572  0.25
104 H 0.40390 8.11592 1.72479  0.34
105 H 0.97636 8.66856 0.23741  0.32
106 C -4.78782 2.57949 -5.46271  -0.72
107 O -5.85099 1.83821 -6.05775  -0.29
108 C -6.56103 0.99053 -5.13515  -0.53
109 C -7.52281 0.14670 -5.95309  -0.72
110 N -8.54911 0.94043 -6.64666  -0.35
111 C -9.31898 0.07363 -7.53100  -0.65
112 C -10.47025 0.84519 -8.21630  -0.61
113 O -9.89529 1.52947 -9.38248  -0.30
114 C -10.84576 2.41567 -9.97276  -0.79
115 H -5.10358 3.17692 -4.60743  0.31
116 H -4.36945 3.24393 -6.21873  0.25
117 H -4.01290 1.93735 -5.04408  0.26
118 H -7.15550 1.60534 -4.45934  0.32
119 H -5.97818 0.27275 -4.55793  0.40
120 H -7.94895 -0.59305 -5.27540  0.39
121 H -6.93196 -0.44842 -6.64938  0.33
122 H -8.08451 1.68994 -7.13907  0.27
123 H -9.75383 -0.78519 -7.01969  0.41
124 H -8.63050 -0.33235 -8.27213  0.39
125 H -10.91727 1.47497 -7.44712  0.33
126 H -11.20544 0.10911 -8.54155  0.41
127 H -11.69681 1.80883 -10.28188  0.32
128 H -10.55159 2.64749 -10.99640  0.29
129 H -11.09932 3.28702 -9.36897  0.28
130 C 8.14787 0.08548 6.37939  -0.78
131 O 7.61847 0.68957 5.23468  -0.40
132 C 6.35421 0.24032 4.85053  -0.35
133 C 5.85886 1.09517 3.64450  -0.82
134 N 6.08713 2.50602 4.01694  -0.21
135 C 5.06219 3.08767 4.90827  -0.59
136 C 5.19501 4.61253 5.16871  -0.68
137 O 6.29586 4.86774 6.02482  -0.28
138 C 6.39625 6.23041 6.26708  -0.79
139 H 7.39088 -0.24486 7.09068  0.32
140 H 8.67434 0.86428 6.93113  0.28
141 H 8.75531 -0.77131 6.08780  0.26
142 H 5.67341 0.39512 5.68758  0.22
143 H 6.33638 -0.80654 4.54743  0.48
144 H 4.86043 0.80861 3.31418  0.40
145 H 6.43304 0.79118 2.76928  0.28
146 H 6.87452 2.46353 4.64806  0.29
147 H 4.99447 2.67950 5.91669  0.27
148 H 4.08664 2.85830 4.47954  0.48
149 H 4.34861 4.93171 5.77685  0.40
150 H 5.10062 5.15605 4.22861  0.35
151 H 5.49722 6.68406 6.68428  0.31
152 H 6.79047 6.83845 5.45285  0.31
153 H 7.19430 6.29156 7.00700  0.25
154 C 8.07377 -4.30320 12.90880  -0.80
155 O 7.23383 -4.84086 11.92754  -0.32
156 C 7.53565 -4.42915 10.58285  -0.63
157 C 6.34783 -4.66535 9.63415  -0.61
158 N 5.28346 -3.66366 9.73216  -0.36
159 C 4.35274 -3.70978 8.62291  -0.49
160 C 3.38104 -2.53539 8.64447  -0.46
161 O 2.57079 -2.55475 7.41366  -0.32
162 C 2.07575 -1.25774 7.02498  -0.44
163 H 7.90123 -4.74742 13.88910  0.28
164 H 7.84409 -3.26305 13.13993  0.32
165 H 9.14579 -4.35954 12.71989  0.32
166 H 8.23929 -5.18033 10.22408  0.33
167 H 7.92182 -3.41304 10.50219  0.39
168 H 5.89316 -5.64201 9.80000  0.37
169 H 6.79657 -4.59133 8.64356  0.44
170 H 4.78672 -3.95358 10.56239  0.24
171 H 3.81623 -4.65461 8.70984  0.25
172 H 4.99380 -3.72803 7.74154  0.31
173 H 3.87973 -1.57012 8.73189  0.37
174 H 2.77662 -2.63865 9.54565  0.24
175 H 1.48666 -0.81821 7.82989  0.31
176 H 1.49637 -1.27228 6.10183  0.27
177 H 2.94475 -0.64019 6.79789  0.04
178 C -3.17618 -8.40471 -0.35017  -0.84
179 O -2.12919 -8.42512 -1.25803  -0.23
180 C -1.70179 -7.21615 -1.77676  -0.40
181 C -0.39110 -7.41856 -2.60342  -0.88
182 N -0.57243 -8.10188 -3.89825  -0.27
183 C -0.89659 -9.50769 -3.62793  -0.38
184 C -0.71285 -10.32203 -4.89252  -0.55
185 O -0.84083 -11.71475 -4.65122  -0.30
186 C -0.81105 -12.43647 -5.86433  -0.74
187 H -3.86617 -7.58398 -0.54620  0.34
188 H -2.72248 -8.26152 0.63052  0.27
189 H -3.86072 -9.24560 -0.46161  0.27
190 H -1.46166 -6.56086 -0.93948  0.50
191 H -2.35643 -6.71717 -2.49130  0.29
192 H 0.29392 -7.99724 -1.98378  0.37
193 H 0.10821 -6.47917 -2.84080  0.36
194 H -1.31865 -7.66156 -4.41726  0.19
195 H -1.92869 -9.67129 -3.31792  0.17
196 H -0.24073 -9.93853 -2.87141  0.31
197 H 0.28334 -10.15056 -5.30033  0.34
198 H -1.46191 -10.02015 -5.62455  0.30
199 H -0.81973 -13.46329 -5.49872  0.26
200 H 0.00086 -12.24529 -6.56602  0.29
201 H -1.77690 -12.30426 -6.35193  0.31

Kohn-Sham gap: 0.3196 hartree
energy relative to the best compared isomer or geometry (same formula, charge and spin): 52.1 kcal/mol
multiplicity: 1
LUMO energy: 0.15 eV
F_max: 2.2 eV/Å
charge: 0
E_HOMO: -8.5 eV
calculated total energy: -98207.7260 eV